No. 1
{
  "formula": "C5H16N2O",
  "method": "wB97M-V/def2-TZVPD",
  "spin_multiplicity": 1,
  "orbital_gap_ev": 9.35,
  "smiles": "CCCCNCN.O",
  "elements": ["C", "C", "C", "C", "N", "C", "N", "H", "H", "H", "H", "H", "H", "H", "H", "H", "H", "H", "H", "H", "H", "O", "H", "H"],
  "positions_angstrom": [[-1.615, 2.516, -1.003], [-0.590, 1.543, -1.448], [0.580, 1.643, -0.431], [0.246, 0.878, 0.858], [0.676, -0.565, 0.945], [-0.240, -1.563, 1.543], [-1.602, -1.552, 1.218], [-1.290, 3.302, -0.364], [-2.429, 1.902, -0.480], [-2.059, 3.072, -1.803], [-0.286, 1.898, -2.511], [-0.813, 0.505, -1.703], [1.711, 1.284, -0.849], [0.932, 2.632, -0.177], [-0.859, 1.004, 1.108], [0.742, 1.277, 1.751], [0.994, -0.888, 0.139], [0.209, -2.626, 1.228], [-0.037, -1.386, 2.714], [-1.763, -1.821, 0.301], [-2.080, -0.624, 1.293], [2.292, -2.589, -1.274], [2.321, -2.033, -2.133], [2.568, -2.069, -0.574]],
  "mulliken_charge": [-1.14, -0.28, -0.80, -0.46, -0.20, -0.53, -0.55, 0.32, 0.21, 0.40, 0.25, 0.33, 0.23, 0.41, 0.19, 0.34, 0.20, 0.29, 0.28, 0.26, 0.26, -0.66, 0.33, 0.32]
}


No. 2
{
  "formula": "C3H10N2",
  "method": "wB97M-V/def2-TZVPD",
  "spin_multiplicity": 1,
  "orbital_gap_ev": 8.33,
  "elements": ["N", "C", "C", "C", "N", "H", "H", "H", "H", "H", "H", "H", "H", "H", "H"],
  "positions_angstrom": [[-1.422, 0.977, -0.564], [-1.080, 0.073, 0.417], [-0.249, -1.082, -0.114], [1.240, -0.815, 0.053], [1.462, 0.649, -0.215], [-1.929, 1.763, -0.168], [0.591, 0.941, -0.756], [-1.823, -0.288, 1.175], [-0.243, 0.724, 1.025], [-0.573, -2.203, 0.273], [-0.651, -1.069, -1.137], [1.847, -1.338, -0.714], [1.634, -1.069, 1.020], [-0.118, 1.076, 1.900], [1.525, 1.024, 0.707]],
  "mulliken_charge": [-0.69, 0.11, -0.48, -0.52, -0.79, 0.21, 0.43, 0.47, -0.53, 0.29, 0.29, 0.26, 0.32, 0.33, 0.31]
}


No. 3
{
  "formula": "C6H5NO",
  "method": "wB97M-V/def2-TZVPD",
  "spin_multiplicity": 1,
  "orbital_gap_ev": 9.83,
  "elements": ["C", "C", "C", "C", "C", "C", "H", "H", "H", "H", "H", "N", "O"],
  "positions_angstrom": [[1.586, -0.926, -0.209], [-0.453, 0.116, 0.781], [-1.508, -0.328, -0.158], [-2.209, -1.010, -0.798], [-0.272, 1.412, 0.301], [0.122, 2.330, -0.555], [2.841, -0.748, 0.280], [0.855, -0.977, 1.771], [-1.107, 0.468, 1.617], [-2.756, -1.821, -1.242], [0.930, 3.008, -1.358], [0.669, -0.865, 0.890], [1.304, -0.660, -1.321]],
  "mulliken_charge": [0.13, 0.26, -0.84, 0.23, -0.44, -0.19, 0.18, 0.21, 0.30, 0.42, 0.31, -0.20, -0.35]
}


No. 4
{
  "formula": "C30H79FN6O10",
  "method": "wB97M-V/def2-TZVPD",
  "spin_multiplicity": 2,
  "orbital_gap_ev": [9.05, 4.07],
  "total_charge": 1,
  "elements": ["N", "H", "H", "H", "H", "F", "C", "O", "C", "C", "N", "C", "C", "O", "C", "H", "H", "H", "H", "H", "H", "H", "H", "H", "H", "H", "H", "H", "H", "H", "C", "O", "C", "C", "N", "C", "C", "O", "C", "H", "H", "H", "H", "H", "H", "H", "H", "H", "H", "H", "H", "H", "H", "H", "C", "O", "C", "C", "N", "C", "C", "O", "C", "H", "H", "H", "H", "H", "H", "H", "H", "H", "H", "H", "H", "H", "H", "H", "C", "O", "C", "C", "N", "C", "C", "O", "C", "H", "H", "H", "H", "H", "H", "H", "H", "H", "H", "H", "H", "H", "H", "H", "C", "O", "C", "C", "N", "C", "C", "O", "C", "H", "H", "H", "H", "H", "H", "H", "H", "H", "H", "H", "H", "H", "H", "H"],
  "positions_angstrom": [[-2.208, -0.721, -0.164], [-2.605, -1.523, -0.633], [-2.089, -0.803, 0.836], [-2.980, -0.069, -0.158], [-1.412, -0.425, -0.709], [-0.899, 0.134, -2.475], [-2.175, 6.778, 0.421], [-2.057, 5.532, -0.362], [-1.542, 4.389, 0.286], [-1.103, 3.387, -0.863], [-2.060, 2.342, -1.057], [-3.306, 2.861, -1.508], [-4.243, 1.695, -2.008], [-4.501, 0.726, -0.984], [-5.166, 1.164, 0.157], [-1.213, 7.137, 0.785], [-2.817, 6.655, 1.293], [-2.469, 7.584, -0.251], [-2.294, 4.013, 0.980], [-0.668, 4.691, 0.862], [-0.163, 2.863, -0.690], [-0.906, 3.900, -1.805], [-1.737, 1.586, -1.644], [-3.155, 3.454, -2.410], [-3.782, 3.442, -0.719], [-3.826, 1.332, -2.948], [-5.194, 2.173, -2.242], [-6.070, 1.712, -0.106], [-4.546, 1.878, 0.700], [-5.368, 0.421, 0.929], [3.229, -2.453, -5.781], [3.253, -2.017, -4.409], [2.214, -1.110, -4.059], [2.611, -0.606, -2.656], [1.888, 0.592, -2.243], [2.402, 1.150, -1.040], [3.813, 1.769, -1.062], [4.082, 2.360, 0.204], [5.466, 2.713, 0.331], [2.214, -2.744, -6.052], [3.945, -3.263, -5.919], [3.559, -1.661, -6.453], [1.189, -1.475, -4.001], [2.158, -0.337, -4.826], [3.666, -0.335, -2.614], [2.403, -1.405, -1.944], [0.889, 0.500, -2.125], [2.449, 0.374, -0.277], [1.747, 1.986, -0.796], [3.819, 2.636, -1.723], [4.592, 1.053, -1.324], [5.674, 3.503, -0.392], [6.165, 1.928, 0.043], [5.748, 3.060, 1.325], [-5.673, -2.509, 1.067], [-4.331, -2.161, 1.335], [-4.099, -1.687, 2.711], [-2.617, -1.739, 3.164], [-1.690, -0.782, 2.562], [-1.989, 0.622, 2.748], [-0.754, 1.519, 2.514], [0.250, 1.348, 3.547], [1.351, 2.241, 3.355], [-5.662, -2.955, 0.072], [-6.292, -1.612, 1.054], [-6.009, -3.304, 1.734], [-4.652, -2.361, 3.365], [-4.578, -0.727, 2.905], [-2.199, -2.726, 2.966], [-2.631, -1.538, 4.235], [-0.811, -0.928, 3.037], [-2.164, 0.859, 3.797], [-2.781, 0.994, 2.098], [-1.059, 2.561, 2.416], [-0.319, 1.332, 1.532], [2.084, 1.780, 4.017], [1.098, 3.205, 3.797], [1.764, 2.237, 2.346], [1.124, -2.111, 1.153], [1.824, -1.886, 2.373], [3.189, -1.446, 2.315], [3.566, -1.118, 3.799], [4.891, -0.600, 4.140], [5.158, 0.664, 3.461], [6.501, 1.223, 3.978], [6.364, 1.680, 5.338], [7.599, 2.232, 5.860], [0.213, -2.654, 1.406], [1.682, -2.731, 0.452], [0.826, -1.184, 0.662], [3.164, -0.561, 1.679], [3.720, -2.243, 1.793], [3.550, -2.045, 4.372], [2.808, -0.575, 4.363], [4.929, -0.401, 5.129], [4.312, 1.339, 3.592], [5.281, 0.583, 2.381], [6.745, 2.086, 3.359], [7.250, 0.447, 3.818], [7.526, 2.437, 6.928], [7.842, 3.194, 5.410], [8.433, 1.543, 5.728], [2.022, -4.718, -2.144], [0.783, -4.432, -2.746], [-0.041, -3.517, -2.023], [-1.454, -3.670, -2.584], [-2.198, -2.533, -2.071], [-3.627, -2.706, -2.261], [-3.972, -2.380, -3.715], [-5.404, -2.539, -3.723], [-5.968, -2.273, -5.000], [1.939, -5.312, -1.234], [2.551, -3.799, -1.891], [2.632, -5.334, -2.804], [0.319, -2.493, -2.121], [0.013, -3.823, -0.978], [-1.881, -4.646, -2.352], [-1.459, -3.452, -3.652], [-1.926, -1.660, -2.499], [-4.218, -2.017, -1.657], [-3.862, -3.642, -1.753], [-3.467, -3.088, -4.373], [-3.698, -1.391, -4.081], [-5.864, -1.207, -5.200], [-7.033, -2.505, -4.970], [-5.546, -2.937, -5.754]],
  "mulliken_charge": [2.44, 0.95, -0.47, -0.03, -0.20, -1.04, -0.82, -0.38, -0.96, 0.44, 0.57, -0.96, -0.93, -0.20, -0.81, 0.32, 0.31, 0.28, 0.35, 0.68, -0.99, 0.67, -0.13, 0.49, 0.48, 0.34, 0.45, 0.41, 0.24, -0.04, -0.80, -0.35, -0.65, -0.25, 0.51, 0.94, -1.10, -0.17, -0.93, 0.32, 0.27, 0.32, 0.22, 0.62, 0.47, 0.15, 0.09, -0.50, -0.17, 0.45, 0.56, 0.38, 0.40, 0.19, -0.83, -0.19, -0.59, -1.24, -0.72, -0.62, -0.35, -0.45, -0.61, 0.16, 0.34, 0.40, 0.56, 0.35, 0.46, 0.53, 0.17, 0.59, -0.03, 0.57, -0.10, 0.19, 0.40, 0.18, -0.66, -0.42, 0.49, -0.82, -0.44, 0.14, -0.68, -0.33, -0.75, 0.33, 0.65, -0.07, -0.65, 0.37, 0.41, 0.33, 0.32, -0.04, 0.20, 0.30, 0.39, 0.26, 0.29, 0.31, -0.59, -0.41, 0.58, -1.05, -0.10, -0.27, -0.73, -0.35, -0.78, 0.32, 0.12, 0.29, -0.49, 0.33, 0.30, 0.40, -0.09, -0.45, 0.56, 0.52, 0.44, 0.29, 0.26, 0.32]
}


No. 5
{
  "formula": "C19H36Cl12NO3",
  "method": "wB97M-V/def2-TZVPD",
  "spin_multiplicity": 1,
  "orbital_gap_ev": 6.22,
  "total_charge": -1,
  "elements": ["C", "C", "O", "N", "C", "C", "C", "C", "C", "O", "O", "H", "H", "H", "H", "H", "H", "H", "H", "H", "H", "H", "H", "Cl", "C", "C", "Cl", "H", "H", "H", "H", "Cl", "C", "C", "Cl", "H", "H", "H", "H", "Cl", "C", "C", "Cl", "H", "H", "H", "H", "Cl", "C", "C", "Cl", "H", "H", "H", "H", "Cl", "C", "C", "Cl", "H", "H", "H", "H", "Cl", "C", "C", "Cl", "H", "H", "H", "H"],
  "positions_angstrom": [[5.238, -1.676, 1.714], [4.060, -0.822, 0.890], [3.938, -1.111, -0.404], [3.311, 0.212, 1.686], [1.937, 0.526, 1.152], [0.766, 0.152, 2.261], [0.363, -1.435, 2.309], [0.278, -2.181, 0.852], [-0.110, -3.785, 0.933], [-0.719, -4.319, 2.028], [0.278, -4.643, -0.234], [4.822, -2.244, 2.649], [6.157, -0.964, 1.985], [5.712, -2.514, 1.009], [3.869, 1.109, 1.581], [1.888, 1.715, 1.041], [1.690, 0.100, 0.093], [1.047, 0.483, 3.360], [-0.212, 0.741, 1.926], [1.066, -1.985, 3.092], [-0.730, -1.486, 2.785], [1.337, -2.110, 0.312], [-0.565, -1.684, 0.172], [5.338, -1.227, -6.117], [5.163, -2.407, -4.794], [5.406, -1.780, -3.430], [7.112, -1.325, -3.194], [5.851, -3.236, -4.985], [4.141, -2.793, -4.848], [5.158, -2.497, -2.642], [4.792, -0.886, -3.282], [4.111, 4.093, 1.268], [3.272, 5.359, 2.199], [2.114, 4.801, 3.011], [0.769, 4.256, 1.978], [2.939, 6.131, 1.499], [4.015, 5.804, 2.868], [1.713, 5.578, 3.669], [2.427, 3.957, 3.634], [-5.162, -3.992, -0.742], [-3.714, -4.642, 0.065], [-3.308, -5.998, -0.490], [-4.477, -7.274, -0.068], [-3.915, -4.690, 1.139], [-2.909, -3.918, -0.099], [-2.345, -6.300, -0.068], [-3.210, -5.976, -1.580], [-1.422, 3.214, -0.307], [-2.758, 4.095, 0.475], [-3.925, 4.326, -0.472], [-3.524, 5.486, -1.762], [-2.361, 5.038, 0.864], [-3.084, 3.487, 1.325], [-4.773, 4.745, 0.079], [-4.253, 3.394, -0.943], [-3.768, 2.773, -4.187], [-2.053, 3.225, -4.348], [-1.333, 2.383, -5.390], [-1.143, 0.690, -4.870], [-1.584, 3.137, -3.364], [-2.030, 4.279, -4.642], [-0.326, 2.778, -5.556], [-1.862, 2.387, -6.348], [-5.094, -0.278, 0.702], [-5.270, -1.457, 2.025], [-5.027, -0.831, 3.389], [-3.321, -0.375, 3.625], [-4.582, -2.287, 1.834], [-6.292, -1.844, 1.970], [-5.275, -1.548, 4.177], [-5.640, 0.063, 3.537]],
  "mulliken_charge": [-0.91, 0.48, -0.55, -0.26, -0.17, -0.33, -0.16, 0.08, 0.24, -0.69, -0.77, 0.26, 0.27, 0.26, 0.28, 0.19, 0.21, 0.21, 0.09, 0.27, 0.00, -0.04, 0.10, -0.21, -0.40, -0.37, -0.21, 0.32, 0.32, 0.25, 0.30, -0.16, -0.40, -0.65, -0.06, 0.32, 0.30, 0.35, 0.32, -0.24, -0.19, -0.41, -0.24, 0.35, 0.06, 0.27, 0.36, -0.20, -0.45, -0.45, -0.20, 0.33, 0.31, 0.38, 0.25, -0.19, -0.19, -0.47, -0.18, 0.12, 0.29, 0.30, 0.32, -0.15, -0.31, -0.50, -0.14, 0.10, 0.34, 0.30, 0.34]
}


No. 6
{
  "formula": "C4H8N2O",
  "method": "wB97M-V/def2-TZVPD",
  "spin_multiplicity": 1,
  "orbital_gap_ev": 10.27,
  "smiles": "C=N[C@@]1(O)CN1C",
  "elements": ["C", "N", "C", "O", "C", "N", "C", "H", "H", "H", "H", "H", "H", "H", "H"],
  "positions_angstrom": [[1.221, -1.895, -0.169], [0.858, -0.934, 0.548], [0.607, 0.545, -0.028], [1.735, 1.306, 0.106], [-0.126, 0.663, -1.261], [-0.613, 1.152, 0.327], [-1.717, 0.402, 0.868], [1.336, -1.823, -1.259], [1.479, -2.837, 0.315], [1.837, 1.489, 1.051], [-0.761, -0.136, -1.618], [0.152, 1.434, -1.968], [-2.655, 0.838, 0.517], [-1.681, 0.462, 1.959], [-1.673, -0.665, 0.612]],
  "mulliken_charge": [-0.31, -0.47, 0.95, -0.50, -0.84, -0.45, -0.76, 0.27, 0.27, 0.38, 0.31, 0.29, 0.29, 0.27, 0.32]
}